# C7H10

The molecule C7H10 (ωB97M-V/def2-TZVPD, OMol25).

```
17
C7H10 | OMol25 | ωB97M-V/def2-TZVPD
C -1.73082 0.13006 -0.57133
C -0.56140 -0.41547 -1.32022
C -0.57295 1.04117 -0.83837
C 0.74340 0.80638 -0.05888
C 0.94796 0.39131 1.41236
C 0.44855 -1.03258 1.08333
C 0.65681 -0.69449 -0.42372
H -2.58091 0.33997 -1.21839
H -2.01875 -0.20360 0.42116
H -0.66194 -0.80866 -2.32810
H -0.72682 1.94007 -1.42979
H 1.51611 1.46519 -0.46217
H 0.55226 0.94890 2.26305
H 2.03784 0.33206 1.51630
H 1.03812 -1.85457 1.49870
H -0.59758 -1.20108 1.35120
H 1.51013 -1.18465 -0.89511
```

The structure (SMILES) is C1C[C@H]2[C@@H]1[C@H]1C[C@@H]21. The gap between HOMO and LUMO comes out at 10.22 eV. For the total energy, the calculation gives -272.61368 hartree.

natural (NBO) atomic charge list, values in e, 6 entries: -0.423 -0.223 -0.222 -0.208 -0.400 -0.411

# C7H10

The molecule C7H10 in a non-equilibrium geometry (ωB97M-V/def2-TZVPD, OMol25).

```
17
C7H10 | OMol25 | ωB97M-V/def2-TZVPD
C -0.36031 -1.81708 -0.78445
C -0.83744 -0.66248 0.05936
C -1.91998 -0.96423 0.88762
C -0.42827 1.57802 -0.84596
C 0.00372 0.52333 -0.04736
C 1.27256 0.31665 0.49656
C 2.23131 1.22241 0.38409
H 0.00612 -1.50397 -1.70218
H 0.59349 -2.32965 -0.39504
H -1.25186 -2.34721 -0.75315
H -2.22045 -2.07993 1.18897
H -2.32735 -0.02101 1.47386
H -0.47196 1.77237 -1.95224
H -0.65445 2.58166 -0.34918
H 1.36212 -0.53325 1.09997
H 2.42371 1.54859 -0.66807
H 2.77112 1.73268 1.15786
```

The structure (SMILES) is C=CC(=C)C(=C)C. The gap between HOMO and LUMO comes out at 6.30 eV. For the total energy, the calculation gives -272.45656 hartree.

natural (NBO) atomic charge list, values in e, 6 entries: -0.653 0.010 -0.416 -0.445 -0.056 -0.244

Question: Which value of total energy does entry 2 give?
Answer: -272.45656 hartree

Question: Number 2 is which compound?
Answer: C7H10

Question: Among the records above, which one has the lowest gap between HOMO and LUMO?
Answer: number 2

Question: Number 2 is which compound?
Answer: C7H10